{"formula": "C23H43Cl3MnN3O4Si", "method": "the ωB97M-V functional and the def2-TZVPD basis", "symbols": ["C", "C", "H", "H", "H", "C", "C", "H", "H", "H", "H", "Mn", "Cl", "Cl", "C", "O", "N", "C", "C", "H", "H", "H", "H", "H", "H", "H", "H", "H", "C", "C", "N", "H", "C", "O", "H", "H", "H", "H", "O", "C", "C", "C", "H", "C", "H", "C", "H", "C", "C", "H", "H", "H", "Si", "Cl", "C", "C", "C", "H", "H", "H", "H", "H", "H", "H", "H", "H", "C", "N", "C", "C", "O", "H", "H", "H", "H", "H", "H", "H"], "coordinates": [[1.505, -0.861, -4.018], [1.069, 0.559, -3.955], [1.210, -1.365, -4.945], [1.074, -1.419, -3.166], [2.601, -0.956, -3.916], [0.569, 1.265, -4.979], [0.367, 0.761, -6.364], [0.262, 2.306, -4.817], [0.573, -0.312, -6.447], [1.015, 1.286, -7.080], [-0.667, 0.932, -6.697], [0.124, -0.371, -0.147], [2.221, 0.018, 0.243], [0.150, -2.581, -0.949], [0.522, 2.671, 0.784], [-0.309, 1.749, 0.808], [0.192, 3.934, 1.094], [-1.169, 4.281, 1.487], [1.140, 5.030, 1.050], [1.589, 2.517, 0.518], [-1.795, 3.393, 1.556], [-1.591, 4.984, 0.754], [-1.126, 4.794, 2.457], [2.111, 4.671, 0.696], [1.251, 5.462, 2.053], [0.778, 5.810, 0.369], [-1.489, -1.048, -3.596], [-2.423, 1.402, -3.967], [-2.315, -1.219, -2.885], [-3.247, 1.032, -3.326], [-2.752, 0.066, -2.351], [-1.959, -1.876, -2.075], [-2.527, 0.439, -1.082], [-1.935, -0.273, -0.235], [-3.704, 1.873, -2.795], [-2.900, 1.446, -0.825], [-3.161, -1.661, -3.430], [-3.988, 0.535, -3.975], [0.170, 0.513, -1.859], [1.151, 1.159, -2.560], [-0.141, 3.384, -2.432], [1.069, 2.696, -2.483], [-1.073, 2.806, -2.428], [-0.147, 4.786, -2.441], [2.138, 0.860, -2.173], [2.266, 3.411, -2.537], [-1.102, 5.308, -2.416], [1.051, 5.498, -2.503], [2.265, 4.808, -2.545], [3.206, 2.855, -2.616], [1.033, 6.592, -2.510], [3.201, 5.357, -2.601], [0.371, -6.945, -0.869], [0.590, -6.311, -2.833], [-1.467, -6.859, -0.515], [1.467, -5.706, 0.005], [0.938, -8.710, -0.471], [-1.859, -5.897, -0.866], [-1.670, -6.950, 0.561], [-1.997, -7.668, -1.036], [0.313, -9.462, -0.971], [0.862, -8.892, 0.614], [1.983, -8.879, -0.758], [1.150, -4.684, -0.277], [2.510, -5.845, -0.319], [1.411, -5.806, 1.096], [0.465, -1.573, 4.372], [-0.661, -0.709, 4.055], [-1.412, -0.082, 5.138], [-0.906, -0.426, 2.767], [-0.204, -0.919, 1.843], [0.513, -1.678, 5.458], [1.405, -1.133, 4.002], [0.334, -2.560, 3.911], [-1.253, 1.008, 5.140], [-2.485, -0.272, 5.016], [-1.060, -0.504, 6.084], [-1.747, 0.264, 2.563]], "forces_ev_per_angstrom": [[0.12, -0.72, 0.29], [-0.09, 1.31, -0.62], [0.09, 0.07, 0.17], [0.15, 0.24, -0.30], [-0.32, 0.15, -0.04], [0.12, -0.06, 0.35], [-0.15, -0.19, -0.51], [0.19, -0.30, 0.04], [-0.06, 0.28, -0.07], [-0.07, -0.09, 0.05], [0.10, -0.05, -0.02], [-0.79, -0.48, -0.20], [3.38, 0.50, 0.96], [-0.08, -1.31, -0.27], [-0.73, -1.17, -0.11], [0.83, 1.44, 0.27], [-0.35, 0.50, 0.22], [0.43, 0.31, -0.13], [-0.10, -0.17, 0.05], [-0.50, -0.13, 0.05], [0.23, 0.04, -0.07], [-0.01, -0.17, 0.12], [-0.14, -0.09, -0.08], [-0.20, 0.05, 0.03], [0.08, 0.00, -0.12], [0.13, -0.11, 0.05], [-0.15, -0.09, 0.34], [-0.25, -0.17, 0.30], [0.20, 0.07, -0.03], [0.26, -0.31, 0.04], [-0.37, 0.41, 0.09], [-0.11, 0.36, -0.38], [1.13, -1.25, 0.51], [-2.57, 1.17, -1.05], [0.02, -0.09, -0.20], [0.09, -0.16, -0.09], [0.13, -0.02, 0.15], [0.14, 0.27, 0.25], [-0.80, 1.30, -1.14], [-0.31, -0.62, 0.16], [0.00, 0.27, -0.05], [0.38, -0.72, -0.44], [0.40, 0.21, 0.14], [0.01, -0.48, 0.01], [0.19, 0.34, 0.10], [-0.01, 0.37, -0.09], [0.15, 0.04, -0.01], [-0.04, 0.11, 0.09], [-0.23, -0.17, -0.01], [-0.32, 0.19, 0.13], [0.04, -0.36, -0.01], [-0.09, -0.05, 0.02], [0.26, 0.41, 0.70], [-0.01, -0.52, -0.37], [0.01, 0.11, 0.02], [-0.30, -0.10, 0.05], [0.02, -0.03, -0.30], [0.05, -0.15, 0.12], [0.04, 0.02, -0.20], [0.11, 0.16, 0.08], [0.15, 0.13, 0.05], [-0.03, 0.21, -0.30], [-0.19, 0.03, 0.02], [0.13, -0.34, 0.15], [-0.25, 0.00, 0.11], [0.08, 0.03, -0.12], [0.33, -0.01, -0.13], [-0.12, 0.04, 0.34], [-0.03, 0.19, -0.45], [1.47, -0.95, -2.18], [-1.93, 0.68, 3.36], [0.06, -0.06, -0.17], [-0.32, -0.25, 0.05], [0.10, 0.24, 0.04], [-0.03, -0.25, 0.16], [0.18, 0.02, 0.18], [-0.24, 0.17, -0.19], [0.29, -0.24, 0.04]], "s2": 8.757, "e_tot_ev": -113981.3007, "multiplicity": 6, "total_charge": -1, "lumo_ev": [2.38, 2.38], "e_above_lowest_kcal_mol": 0.00, "homo_lumo_gap_ev": [4.8, 6.9], "homo_energy_ev": [-2.5, -4.5], "fmax_ev_per_a": 3.93}